155
Properties=species:S:1:pos:R:3:forces:R:3 method="wB97M-V/def2-TZVPD" gap_ev=1.82 fmax_ev_per_a=8.81 charge=+2
P -7.07423 1.70853 -2.55903 0.391 -0.636 1.928
O 0.23819 3.68164 9.09652 -0.155 0.561 0.951
O -0.99556 8.79568 -1.08071 0.980 0.342 -0.108
O -1.34456 6.68626 -0.75568 2.199 -5.273 1.007
O 4.57839 -8.44250 2.43290 1.542 0.291 1.435
O 2.12707 -0.41930 1.40356 0.887 1.543 -0.249
O 6.92019 4.01077 3.60007 -6.255 -2.066 -3.227
O -0.19602 1.88399 7.88485 -0.549 -0.986 -0.025
O -3.01372 7.94248 -0.92022 -4.167 0.068 0.172
O 8.29985 5.53368 3.87271 2.100 2.705 -0.166
O 2.99171 -7.19331 3.17325 -2.824 1.711 0.778
O 4.81720 -7.15945 4.36018 0.583 -0.436 0.230
O -5.31641 0.02668 10.86837 4.643 -0.875 -1.528
O -1.83053 -4.40110 -0.62019 2.751 -6.618 3.496
O 0.83672 3.65222 7.03123 1.148 1.212 -2.208
O 6.11128 6.95684 -0.99111 0.419 0.882 -3.539
O 8.68969 3.50356 4.73546 0.901 0.109 0.173
N 6.22828 7.80280 -3.30546 -1.782 -0.390 1.427
N -0.52973 -6.51236 -0.55635 1.273 2.054 1.498
N 2.28382 1.50158 2.84454 -0.440 0.986 -2.762
N 8.53580 -6.20532 -3.12477 2.050 0.778 -2.268
N -3.49130 -1.01478 9.65002 -1.675 2.089 0.784
C -1.53906 -5.49118 0.02897 -4.513 5.361 -3.030
C -10.01578 -2.17737 -1.60096 0.117 0.772 -0.223
C -10.25302 -1.00172 -2.62199 -0.189 -0.511 0.690
C 6.79251 7.27281 -1.93838 0.256 0.164 3.850
C 4.71298 8.16000 -3.30024 0.205 0.663 -1.005
C -8.99937 -0.19811 -2.91930 1.090 -2.043 -1.097
C -5.03822 2.65457 1.16842 -2.496 -1.285 -0.097
C 8.49803 -3.52837 -0.13258 0.107 -1.788 -1.432
C 0.29727 3.03199 7.93531 -1.751 -4.544 -0.503
C -5.90638 0.56228 -3.31733 0.007 0.315 -1.461
C 1.12401 -0.72923 3.49613 1.398 1.001 0.882
C 9.10941 -8.44125 -3.91817 0.967 0.570 1.902
C 7.98482 4.28110 4.07617 5.146 -4.705 5.392
C 8.92931 -4.91223 -2.32709 -0.607 -1.014 -0.147
C 1.87720 0.06435 2.45475 -1.878 -1.913 0.410
C 7.72631 -3.43527 1.21967 1.617 -0.698 -1.137
C 8.42972 -4.94062 -0.91532 -1.762 0.490 1.343
C 8.30159 7.25174 -1.87884 -0.188 -1.405 -0.457
C -8.38047 0.63280 -1.84757 -0.868 0.902 0.233
C 4.13241 -7.64912 3.30121 0.265 -2.113 -4.034
C -3.48557 1.64979 -3.33456 -2.076 1.589 -1.047
C -6.96583 4.12930 -3.95100 -0.197 1.399 -1.210
C 7.06502 -6.40794 -3.20654 -0.416 0.749 0.093
C 0.44003 -6.06095 -1.66361 -2.466 0.157 -0.827
C -7.84931 2.89537 -3.73092 1.219 0.241 0.739
C -3.13276 0.63093 11.69618 0.338 0.048 -0.898
C 1.97008 2.46955 1.65789 -0.021 0.266 -0.171
C -5.65080 1.70860 0.04208 0.509 0.355 0.094
C -4.34487 -1.25680 8.44184 1.254 -0.337 -1.155
C -6.88867 6.33313 -5.28403 0.024 1.146 1.270
C 9.09723 -6.07952 -4.57210 -0.675 0.755 0.402
C -6.32308 2.56738 -1.10076 0.165 -0.741 -0.183
C -4.08974 -0.06929 10.72397 -4.118 1.099 2.420
C -7.53325 4.98043 -5.13727 -0.501 0.061 0.698
C -2.40837 -5.90022 1.29460 1.235 -0.177 -0.559
C -1.80048 7.86928 -0.91504 1.308 5.928 -1.358
C 9.07870 -7.48305 -5.06724 -0.195 -0.977 -3.170
C -4.76148 1.20195 -4.16331 1.123 -0.251 0.907
C -6.09179 2.99603 2.28284 0.224 0.199 -1.487
C 9.29668 -7.44624 -2.77599 -2.112 0.119 2.349
C -2.67493 2.67441 -4.17096 1.075 -1.585 1.366
H -2.21624 6.33593 -0.55805 -0.252 -1.389 0.154
H 8.04440 -2.79861 -0.80324 -0.084 0.060 -0.176
H 4.04956 7.30486 -3.17098 0.627 -0.133 0.235
H -4.31101 0.55087 -4.91249 -0.582 -0.717 0.057
H 8.46479 -5.41737 -5.16345 0.100 0.139 0.158
H -9.26482 -1.89013 -0.86501 -0.214 0.014 0.352
H -0.93304 -7.42428 -0.71711 -0.482 -0.343 -0.307
H -1.99498 2.01111 -4.70555 -0.037 0.702 -1.068
H 2.54509 2.17166 0.78112 -0.221 -0.216 0.265
H 1.73099 -0.54677 4.38291 -0.316 -0.060 0.658
H 6.69683 -7.16448 -3.89949 0.827 -0.005 -0.275
H -2.01780 3.15715 -3.44763 -0.001 0.471 -0.198
H 6.81614 8.55913 -3.62558 0.070 0.795 0.208
H -9.19458 1.27858 -1.51849 0.185 0.552 0.468
H 8.64135 6.71518 -0.99297 -0.482 0.499 0.452
H 9.56606 -3.31896 -0.19203 0.054 0.473 1.017
H 10.32087 -7.16310 -2.53319 -0.146 -0.136 -0.002
H 8.45016 -4.13392 -2.92101 0.382 0.265 0.087
H -6.21030 0.86763 0.45175 -0.563 0.289 0.015
H -2.02919 -5.40508 2.18855 0.361 0.154 -0.129
H 8.54150 6.48910 -2.61975 0.616 0.331 -0.731
H 6.42154 7.09132 -3.99579 -0.249 -0.632 -0.305
H 8.87955 8.16946 -1.98776 -0.412 0.049 -0.334
H -6.33210 2.13997 2.91331 0.384 -0.010 0.082
H -6.94022 4.78898 -3.08368 -0.282 -0.103 0.219
H -9.05767 0.39347 -3.83294 -0.438 -0.132 -0.182
H -0.29677 -5.86205 -2.44185 0.490 -0.072 -0.575
H 0.64786 4.34164 8.53244 0.917 3.148 1.546
H -3.23138 -1.84816 10.15797 0.308 -0.461 -0.014
H -3.37363 1.69388 11.68186 -0.615 -0.085 0.300
H 8.24937 -9.06777 -3.68173 0.018 0.042 -0.611
H 1.21229 -1.80166 3.32234 -0.368 0.285 -0.455
H 10.02841 -9.02213 -3.83997 -0.294 -0.455 -0.584
H 9.88014 -7.67474 -5.78072 0.646 0.222 0.434
H -2.68510 -0.47135 9.37648 1.014 -0.244 -0.320
H -5.48996 3.16615 -1.46882 -0.301 0.412 -0.216
H -8.57015 5.26453 -4.95770 -0.345 -0.419 0.518
H 8.06903 -4.18023 1.93777 0.081 0.063 0.008
H -5.42172 -1.09125 8.47476 0.257 -0.314 0.995
H 10.11897 -5.70045 -4.55070 -0.183 0.250 0.491
H -10.92266 -2.52450 -1.10582 -0.018 0.398 0.085
H 8.84563 -5.79672 -0.38408 0.618 0.357 0.346
H -3.96080 -0.58391 7.67515 -0.035 0.116 0.094
H 8.29078 -7.61821 -5.80820 -0.761 -0.204 0.579
H 1.86545 1.94116 3.65190 -0.382 -0.415 0.968
H -8.09823 0.01974 -0.99165 0.477 0.287 -0.022
H -2.06493 0.68897 11.48525 0.049 -0.743 -0.485
H -8.73548 3.25352 -3.20696 -0.326 -0.257 -0.208
H 7.37521 -5.21649 -0.91157 -0.307 0.171 -0.169
H -3.22745 3.42608 -4.73473 0.029 -0.397 -0.075
H -7.02579 3.23175 1.77274 -0.168 0.339 0.138
H -5.81686 6.45419 -5.12704 0.398 -0.592 -1.438
H 6.59927 -6.67230 -2.25717 0.435 0.289 0.185
H 6.73607 -5.42923 -3.55587 -0.591 -0.147 0.155
H 0.12534 -0.34597 3.70557 0.025 -0.078 -0.129
H -4.00820 -2.24705 8.13503 -0.797 -0.090 -0.222
H -7.09976 6.95078 -4.41107 -0.851 -0.123 0.471
H -3.26460 0.18811 12.68342 -0.239 0.169 -0.022
H -3.45198 -5.59379 1.22342 0.254 0.282 -0.721
H -7.14090 3.21815 -0.79127 0.170 0.207 0.491
H -7.64785 4.45456 -6.08512 0.744 -0.419 -0.028
H -5.78078 3.86142 2.86806 -0.060 -0.189 0.090
H 2.15877 3.52586 1.84941 0.818 -0.278 0.817
H 10.01755 -4.85931 -2.29474 -0.030 0.057 -0.644
H 4.42782 8.97186 -2.63116 0.701 -0.397 0.600
H 1.07829 -6.89866 -1.94461 0.087 0.296 0.392
H 4.03386 -6.69728 4.66737 0.100 0.805 1.112
H -7.40346 6.89850 -6.06084 0.855 -0.061 -0.470
H -9.61680 -3.07793 -2.06777 0.096 0.190 -0.454
H -4.76183 1.23371 -0.37302 -0.022 -0.057 -0.497
H -5.90639 3.98388 -4.16201 0.014 -0.670 -0.081
H 7.98759 -2.44386 1.58971 -0.741 -0.032 0.287
H -2.88449 0.77972 -3.07036 -0.074 0.123 0.118
H -10.59230 -1.51843 -3.51977 -0.112 0.553 -0.243
H -5.61338 -0.24079 -2.64108 0.200 0.326 0.329
H -4.27234 2.07237 1.68083 0.632 0.558 -0.528
H -8.27450 -0.99305 -3.09460 0.380 -0.037 -0.654
H 3.28484 1.47512 2.97631 0.763 0.276 0.247
H 0.88677 -5.08446 -1.47649 0.231 -0.511 0.662
H -6.62866 0.07893 -3.97519 0.169 -0.320 -0.498
H -4.77708 3.50159 0.53401 0.846 0.357 0.993
H 4.51206 8.60566 -4.27447 0.133 -0.336 -0.220
H -2.42027 -6.96170 1.54202 0.363 -0.116 -0.342
H 8.67423 -7.68591 -1.91389 1.134 -1.021 0.703
H -5.15797 1.99348 -4.79922 -0.028 0.368 0.416
H -10.99350 -0.26246 -2.31659 -0.511 -0.473 0.277
H 7.50899 5.35155 3.35991 -2.126 3.789 -2.483
H 0.90008 2.53528 1.46069 -0.036 -0.944 0.079
H 0.04310 -6.62388 0.26799 0.710 -0.694 0.741
H 6.67934 -3.65653 1.01233 -0.068 0.545 0.238
H -8.08862 2.47066 -4.70582 -0.136 -0.399 0.254
H -3.79366 2.20979 -2.45162 -0.121 -0.460 0.380